A:
DFT (the ωB97M-V functional and the def2-TZVPD basis) results for a 2-piece molecular cluster, CH6NS overall.

Geometry (Å):
N (0.679, -2.177, 1.980)
H (0.815, -0.097, 2.349)
H (0.628, -2.765, 1.155)
H (-0.228, -2.216, 2.417)
H (2.145, -0.897, 1.485)
C (1.063, -0.795, 1.555)
H (-1.539, 1.852, -0.730)
H (0.562, -0.488, 0.640)
S (-0.831, 1.496, -1.833)

Summary:
Total charge: -1
LUMO, eV: 4.0

Löwdin atomic charge list, values in e, 4 entries: -0.101 0.059 0.041 0.030



B:
DFT (the ωB97M-V functional and the def2-TZVPD basis) results for a 2-piece molecular cluster, CH6NS overall.

Geometry (Å):
H (-2.431, 0.940, 2.126)
H (1.841, -0.979, -2.245)
N (-2.672, 0.010, 2.068)
S (0.522, -0.251, -0.524)
H (1.954, 0.770, -2.294)
H (-1.919, -0.222, 2.684)
H (-2.213, -0.184, 1.102)
C (1.975, -0.089, -1.631)
H (2.943, 0.006, -1.285)

Summary:
Total charge: -1
LUMO, eV: 4.3

Löwdin atomic charge list, values in e, 4 entries: -0.056 -0.040 -0.009 -0.075



Most stable structure: A